1.
112
Properties=species:S:1:pos:R:3:forces:R:3:mulliken_charge:R:1 method="wB97M-V/def2-TZVPD" e_above_lowest_kcal_mol=0.0 homo_lumo_gap_ha=0.3349 spin_multiplicity=1 smiles="O=[N+]([O-])c1ccccc1.O=[N+]([O-])c1ccccc1.O=[N+]([O-])c1ccccc1.O=[N+]([O-])c1ccccc1.O=[N+]([O-])c1ccccc1.CC#N.CC#N.CC#N.CC#N.CC#N.CC#N.CC#N" fmax_ev_per_a=3.3 lumo_ha=-0.0363 homo_energy_ev=-10.1 total_charge=0
O -7.970268 -25.085307 26.421376 1.1551 1.3031 0.3873 -0.520
N -8.939518 -25.774463 26.324403 0.8205 -0.7425 -0.8545 1.042
O -9.693145 -26.042263 27.215387 -1.2778 -0.1247 1.4617 -0.468
C -9.150182 -26.416860 25.050235 0.1686 -0.4007 0.1586 0.287
C -8.558103 -25.913310 23.926355 0.1564 0.5513 -1.4183 -0.379
C -8.940210 -26.450125 22.705140 0.0239 -0.4867 -0.5160 -0.579
C -9.706920 -27.603681 22.639343 -0.5152 0.4976 0.3166 -0.504
C -10.154476 -28.176459 23.820928 0.1389 -0.3481 -0.4659 -0.547
C -9.879053 -27.576899 25.034110 -1.0239 -0.8695 -0.2719 -0.341
H -7.832854 -25.113191 23.889377 -0.3099 0.2634 0.5877 0.439
H -8.663008 -25.994053 21.761682 0.3543 0.1023 0.2299 0.367
H -10.056329 -27.980564 21.687858 0.2344 -0.1374 -0.0374 0.381
H -10.725607 -29.094425 23.767840 -0.0410 0.0425 0.1911 0.372
H -10.302389 -28.050908 25.907411 0.1814 0.3894 0.2823 0.410
O -8.126103 -28.329400 35.837196 0.4551 0.4998 -0.6211 -0.621
N -7.861243 -27.728170 34.799916 0.1706 -0.6298 0.4236 1.061
O -6.769512 -27.674517 34.263340 -0.3961 -0.1658 0.3594 -0.557
C -8.975811 -27.080793 34.117970 -0.4969 0.3580 -0.1237 -0.428
C -8.832768 -26.709651 32.799255 0.3905 0.3572 -0.6765 -0.211
C -9.905997 -26.167526 32.113571 -0.5252 -0.1415 0.4268 0.550
C -11.151624 -26.087781 32.739163 -0.0045 0.2366 -0.3023 -0.088
C -11.283739 -26.436699 34.075811 0.2061 0.0678 -0.0189 -0.653
C -10.181825 -26.892906 34.775172 -0.0314 -0.8463 0.3872 -0.699
H -7.903071 -26.818699 32.254666 0.1190 -0.0763 0.3724 0.520
H -9.765519 -25.826008 31.099579 -0.0764 -0.0736 -0.0959 -0.096
H -12.020296 -25.759809 32.174884 0.1162 0.0767 0.0630 0.270
H -12.227897 -26.385647 34.600179 -0.0894 0.1003 -0.1671 0.441
H -10.305091 -27.255381 35.790571 0.2066 0.2182 -0.0647 0.470
O -16.239894 -25.620660 30.054910 0.2854 0.3377 -0.1986 -0.640
N -15.572855 -24.725014 30.531100 0.0499 -0.3109 1.0413 1.178
O -15.959737 -23.949209 31.389307 -0.1577 0.0811 -0.4306 -0.641
C -14.138390 -24.637304 30.204359 0.4368 -0.2452 -1.3182 -0.411
C -13.554778 -25.647072 29.454259 -0.3705 -0.4827 -0.2103 -0.639
C -12.210467 -25.574801 29.093886 -0.9068 0.1775 -0.2016 -0.287
C -11.491134 -24.469463 29.465916 0.4065 0.9413 -0.1013 0.157
C -12.064585 -23.435528 30.212833 -0.3183 -0.4227 -0.6957 -0.666
C -13.425234 -23.494789 30.497588 0.3268 0.3878 1.3696 -0.291
H -14.200611 -26.433676 29.080777 0.1409 -0.1010 0.1970 0.526
H -11.753194 -26.259488 28.398102 -0.1384 -0.3492 0.1352 0.503
H -10.514346 -24.352045 29.013683 0.2643 -0.0295 0.4413 0.101
H -11.471606 -22.567665 30.463143 -0.1050 0.1091 0.0609 0.630
H -13.913897 -22.710251 31.066269 0.0457 -0.0003 -0.1621 0.436
O -15.793860 -23.111874 27.835830 -0.3760 0.2516 -0.0162 -0.576
N -15.642015 -21.906834 27.953243 -0.1647 -0.4577 0.2481 1.058
O -16.471964 -21.119155 28.351895 -0.1363 -0.0944 -0.0984 -0.615
C -14.316512 -21.403264 27.652807 0.4769 0.1775 0.6992 -0.252
C -13.438011 -22.194435 26.970870 0.5974 -0.9457 -1.3582 -0.157
C -12.155752 -21.741793 26.727331 0.1415 0.4210 0.5065 -0.629
C -11.731370 -20.551341 27.304693 0.7304 -0.5242 0.3098 -0.435
C -12.574241 -19.831460 28.131698 -0.1569 -0.0150 -0.1746 -0.688
C -13.881493 -20.253211 28.275996 -0.4971 0.7986 0.2611 -0.226
H -13.687753 -23.167520 26.563163 -0.4303 0.1600 0.2065 0.416
H -11.441336 -22.339797 26.184087 -0.0331 -0.1108 -0.1806 0.541
H -10.674843 -20.321612 27.227498 -0.0498 0.3775 -0.1605 0.621
H -12.251373 -18.957224 28.678845 0.1299 0.0582 -0.1145 0.462
H -14.561321 -19.667892 28.883980 -0.0701 -0.1965 -0.0451 0.457
O -5.829756 -18.826950 34.664323 1.4453 -1.2747 1.0807 -0.617
N -6.582752 -18.093421 34.111646 -0.6236 0.3581 -0.6042 1.052
O -6.769801 -16.943651 34.392598 -0.1776 1.4573 0.3240 -0.612
C -7.359751 -18.639099 33.026534 -0.1988 -0.0738 -1.2942 -0.502
C -8.136001 -17.827614 32.225288 -0.8977 0.4379 0.2735 -0.575
C -8.973535 -18.404368 31.281090 0.1722 -0.0925 -0.5416 -0.623
C -8.960874 -19.780261 31.049974 0.2144 0.1972 0.4614 -0.420
C -8.109182 -20.564276 31.821836 0.0922 -0.0251 -0.7613 0.246
C -7.270804 -19.976319 32.746814 -0.2180 -1.1912 0.7428 -0.425
H -8.208797 -16.759442 32.389456 0.2328 -0.1002 0.1353 0.478
H -9.605791 -17.748533 30.692381 -0.0048 -0.1205 0.0212 0.441
H -9.587926 -20.236594 30.295020 -0.1212 0.1137 0.0406 0.570
H -8.030036 -21.635520 31.666713 -0.1407 0.0623 -0.0326 0.355
H -6.648917 -20.634175 33.336593 0.2189 0.2997 0.0605 0.605
C -8.011532 -22.433283 28.376572 -0.2896 -0.8426 0.2727 0.505
C -7.815527 -23.440498 29.417683 0.4508 -1.1310 0.8214 -0.130
N -7.692396 -24.236185 30.254103 -0.1675 1.0313 -0.9116 -0.012
H -7.078577 -22.139128 27.910318 0.1218 0.2208 0.2387 -0.088
H -8.540850 -21.626765 28.874269 0.0839 0.3991 -0.4503 -0.175
H -8.608357 -22.899214 27.591141 -0.1527 0.2094 -0.0001 -0.055
C -7.181217 -27.609403 29.344037 -0.3728 -0.0792 -0.6157 0.050
C -5.884033 -27.256025 28.775651 -2.7573 -0.4732 1.4550 0.301
N -4.902041 -26.966871 28.308130 2.6916 0.7250 -1.1975 -0.461
H -7.695190 -26.767718 29.805152 0.3880 0.1546 0.1483 -0.460
H -7.084244 -28.438955 30.038611 -0.0441 -0.0267 0.0221 0.420
H -7.824528 -27.889481 28.502476 0.0499 -0.2524 0.2010 0.180
C -4.390840 -21.095049 26.214215 0.1169 1.5640 -0.2826 -0.001
C -3.747003 -19.775972 26.048615 -1.1447 -2.5299 0.3497 0.229
N -3.306048 -18.745584 25.911981 1.0047 2.3999 -0.2451 -0.475
H -4.441061 -21.289871 27.279931 0.1365 -0.5793 -0.0652 0.017
H -3.823936 -21.802169 25.622329 -0.1228 -0.4495 0.2699 0.391
H -5.398249 -20.937301 25.826963 -0.0351 -0.4899 0.0058 -0.194
C -7.398690 -23.573229 34.079791 -0.0466 0.4568 -0.9745 0.129
C -6.482821 -24.424446 34.790484 -1.7143 1.5183 -1.1673 0.191
N -5.743282 -25.030600 35.380826 2.1045 -1.7797 1.6370 -0.461
H -7.112841 -22.533081 34.221496 -0.1695 0.0379 0.3698 0.110
H -8.430869 -23.742849 34.368232 -0.0624 0.0198 0.0808 0.359
H -7.298174 -23.735277 33.002280 -0.1769 -0.2726 0.0451 -0.337
C -7.652756 -19.943793 23.979118 -0.5892 0.2538 0.6191 -0.821
C -8.179694 -21.197151 24.505416 1.1294 2.6138 -1.3387 0.394
N -8.552640 -22.178725 24.907192 -1.1978 -2.7957 1.2151 -0.295
H -7.209851 -20.076599 23.001005 0.2792 -0.0336 0.0000 0.331
H -6.985174 -19.544822 24.742496 0.3078 0.0354 -0.3245 0.165
H -8.470070 -19.224062 23.903466 -0.0088 -0.0766 -0.1135 0.293
C -4.379657 -24.415747 30.970651 -0.3495 0.1325 0.4049 -0.308
C -4.044021 -23.810044 29.699652 0.1976 0.2675 -0.8939 0.406
N -3.788873 -23.314941 28.690137 -0.1994 -0.1696 0.6153 -0.451
H -5.241315 -23.890518 31.385675 0.0454 -0.0007 0.0106 -0.201
H -3.551977 -24.325820 31.668113 0.0948 -0.0950 0.0068 0.403
H -4.673090 -25.454198 30.853174 0.1563 -0.1108 -0.1299 0.166
C -5.737895 -17.884690 28.673559 0.0578 0.3726 0.6786 -1.117
C -6.542653 -18.837447 27.935255 0.7176 0.6847 0.3667 0.386
N -7.169917 -19.556209 27.311739 -0.6717 -0.6744 -0.5505 -0.209
H -5.085815 -17.311520 28.019362 -0.0606 -0.0736 -0.1898 0.355
H -5.115159 -18.365774 29.428151 -0.0310 -0.2320 -0.1530 0.287
H -6.396337 -17.204550 29.219756 0.0054 0.0081 -0.1601 0.355

=====

2.
57
Properties=species:S:1:pos:R:3:forces:R:3:mulliken_charge:R:1 method="wB97M-V/def2-TZVPD" homo_lumo_gap_ha=0.2501 spin_multiplicity=1 fmax_ev_per_a=2.0 lumo_ha=0.0057 homo_energy_ev=-6.7 total_charge=0
Mg 0.015193 -1.591177 0.264603 0.4373 0.5365 0.7856 1.122
Se -2.230843 -1.590427 1.415458 -0.3162 0.1333 -0.3010 -0.625
Se -1.291238 -1.751511 3.546752 -0.0704 -0.1046 0.2813 -0.235
Se 0.737892 -0.618004 3.539647 -0.1009 0.2239 0.1581 -0.075
Se 2.097927 -1.797497 2.084554 -0.0182 -0.1339 -0.3317 -0.549
S 3.094473 1.540770 -1.502933 -0.4778 -0.1707 -0.0805 -0.248
C 2.189734 0.633021 -0.342644 0.6065 0.4398 -0.0601 -0.420
N 1.066730 0.153133 -0.740504 -0.5173 -0.7611 0.7012 0.678
C 0.794783 0.504914 -2.032822 0.4032 0.6574 -1.1094 -0.247
C -0.377505 0.234325 -2.734382 0.1019 -0.0547 0.0629 -0.640
C -0.498880 0.704406 -4.025793 -0.1548 -0.1203 0.0985 -0.730
C 0.525057 1.433742 -4.633007 0.1485 0.0507 0.0122 -0.532
C 1.692642 1.720820 -3.954065 -0.1068 -0.0032 -0.0634 -0.463
C 1.813292 1.263928 -2.649386 -0.1198 -0.1246 0.3225 0.755
H 2.591530 0.495908 0.645637 -0.0499 -0.2555 0.2416 0.323
H -1.170600 -0.309722 -2.237058 -0.1008 -0.0567 -0.1177 0.336
H -1.407027 0.514471 -4.578250 -0.0694 -0.0263 -0.0228 0.411
H 0.396763 1.794211 -5.642990 -0.0117 -0.0029 -0.0634 0.414
H 2.479697 2.296123 -4.416413 0.0533 0.0683 -0.0484 0.431
C 2.574569 -4.473432 -2.107702 0.2547 0.1959 -0.3932 -1.095
N 1.824299 -4.656251 -0.886262 -0.2431 0.3027 -0.1016 0.138
C 2.143396 -5.641209 -0.016419 -0.2721 -0.1559 0.5749 -0.183
C 1.472976 -5.796669 1.148901 0.1230 -0.0113 -0.1581 -0.850
C 0.422643 -4.865720 1.425138 0.1056 -0.0421 -0.1034 0.913
N 0.145328 -3.900891 0.556423 -0.2639 0.0699 0.2061 -0.309
C 0.841759 -3.734440 -0.559328 0.6093 -1.9083 0.2481 0.717
O 0.638506 -2.763228 -1.297501 -0.1576 1.0558 -0.5349 -0.980
N -0.305261 -4.934567 2.533988 -0.0512 -0.0476 -0.1000 -0.272
H 2.814924 -5.446433 -2.533059 -0.0072 0.0441 -0.0246 0.413
H 3.494908 -3.920679 -1.907321 -0.0209 -0.0168 -0.0731 0.317
H 1.964414 -3.894943 -2.801054 0.1374 -0.1494 0.0420 0.312
H 2.965786 -6.278412 -0.311397 -0.0380 -0.0397 0.0128 0.413
H 1.728552 -6.574649 1.848712 0.0569 -0.0626 -0.0030 0.363
H -0.048032 -5.558608 3.280398 -0.0108 0.0846 -0.0978 0.209
H -0.957815 -4.178862 2.729595 0.1818 0.0143 0.0469 0.084
C -0.277457 2.585798 2.086658 0.1171 -0.1852 0.2133 -0.648
N -0.992679 1.856943 1.041903 0.0292 0.0127 -0.0172 0.758
C -0.887498 2.637178 -0.187737 0.0458 -0.0983 -0.0952 -0.536
N -1.436628 3.980950 -0.052410 -0.0309 0.2315 -0.2735 0.144
C -0.713754 4.653403 1.023274 0.0825 0.1347 -0.0164 -0.678
N -0.807832 3.928340 2.283629 0.1850 0.2940 0.2234 0.053
C -2.220002 3.814426 2.635554 -0.0547 0.1083 0.1158 -0.731
N -2.981432 3.130056 1.599121 -0.3516 0.1039 0.0683 0.123
C -2.407218 1.805420 1.422915 -0.1087 -0.3130 0.0177 -0.853
C -2.835860 3.863060 0.350414 -0.1158 0.0884 -0.0592 -0.627
H 0.779169 2.655289 1.806391 -0.0171 -0.0188 0.0731 0.177
H -0.360677 2.036913 3.029255 0.0722 0.0084 -0.1597 0.218
H -1.421800 2.111967 -0.984125 0.0334 0.0577 -0.0146 0.054
H 0.168573 2.732400 -0.461260 -0.0319 -0.0635 -0.0464 0.124
H -1.133124 5.654904 1.160926 0.0853 -0.0298 -0.0478 0.342
H 0.339702 4.734639 0.737513 -0.0488 0.0643 0.0358 0.344
H -2.628597 4.817951 2.778008 -0.0140 -0.0102 0.0312 0.328
H -2.313076 3.255259 3.570441 0.0092 0.0438 -0.0312 0.318
H -2.964059 1.271001 0.648348 0.0400 0.0126 0.1143 0.311
H -2.504029 1.258235 2.363267 0.0333 -0.0913 -0.1237 0.222
H -3.255475 4.865575 0.473820 0.0013 -0.0342 -0.0484 0.345
H -3.386818 3.337852 -0.435418 -0.0014 0.0548 0.0338 0.316